No. 1
Below is a cluster of 4 separate species, C21H51N4O10S3Si in total, with properties calculated with wB97M-V/def2-TZVPD.

Structure (XYZ):
```
90
C21H51N4O10S3Si wB97M-V/def2-TZVPD
C 6.70031 -1.06878 -1.08619
C 6.54741 0.43431 -0.89259
C 5.26661 0.94462 -1.53762
C 5.12386 2.46383 -1.53385
C 5.10588 3.09613 -0.15006
N 3.91156 2.84782 -2.27732
C 3.74608 3.38452 -3.48215
N 2.47791 3.54292 -3.83399
C 1.78039 3.07094 -2.77939
N 0.46518 3.02495 -2.67684
C -0.44359 3.46611 -3.72824
C -1.71794 3.94546 -3.04664
O -2.09469 3.02326 -2.04609
Si -3.14826 1.72818 -2.29426
C -2.43165 0.31910 -1.30191
C -4.84134 2.16461 -1.66549
C -3.28959 1.29002 -4.10264
N 2.63527 2.64007 -1.81612
H 6.70995 -1.32406 -2.14546
H 5.85777 -1.59950 -0.64301
H 7.61373 -1.44148 -0.63145
H 7.40023 0.94815 -1.34281
H 6.53076 0.64952 0.17621
H 4.39578 0.50684 -1.03657
H 5.22428 0.61105 -2.57756
H 5.92702 2.90954 -2.12019
H 5.19963 4.17813 -0.20653
H 5.94920 2.72433 0.42446
H 4.19937 2.85134 0.40435
H 4.59453 3.65416 -4.09052
H 0.02566 2.63265 -1.85523
H -0.65476 2.64355 -4.41045
H 0.02285 4.26185 -4.30445
H -2.49729 4.09658 -3.79592
H -1.53900 4.90730 -2.56549
H -1.35898 0.46908 -1.16006
H -2.88902 0.33551 -0.31410
H -2.60807 -0.64889 -1.76395
H -5.42400 1.24216 -1.60528
H -5.35795 2.83992 -2.34896
H -4.80606 2.62084 -0.67679
H -2.35404 0.98284 -4.57101
H -3.96453 0.43193 -4.14985
H -3.74166 2.07968 -4.70300
H 2.45458 2.23711 -0.91202
O -5.92484 -0.99760 -0.00628
S -5.16284 -1.37421 1.14900
O -3.78231 -1.71787 0.97212
O -5.90831 -2.53988 1.91212
C -6.35822 -3.67993 1.13202
C -5.23216 -4.63084 0.79387
C -5.30795 -0.15157 2.40022
H -6.86559 -3.31027 0.24075
H -7.09847 -4.15326 1.77251
H -4.52298 -4.18177 0.10045
H -5.64873 -5.52686 0.33311
H -4.69123 -4.91902 1.69472
H -6.35915 0.08088 2.55110
H -4.76964 0.72597 2.04707
H -4.85918 -0.53235 3.31366
O -8.09443 2.41109 3.58498
S -7.63690 2.25046 4.93378
O -7.10055 0.98141 5.32573
O -8.77977 2.68892 5.93153
C -10.10580 2.12471 5.72825
C -10.21381 0.70451 6.23507
C -6.48393 3.51580 5.33390
H -10.35539 2.20420 4.67013
H -10.75709 2.79570 6.28294
H -9.61247 0.01910 5.64024
H -11.25537 0.38683 6.18282
H -9.87944 0.64035 7.27003
H -6.90696 4.47601 5.05321
H -5.58305 3.30842 4.76089
H -6.27538 3.47099 6.39929
O 10.37448 -3.90141 0.63974
S 10.08871 -4.25642 -0.71764
O 8.74827 -4.10746 -1.20231
O 10.59996 -5.72642 -0.99301
C 10.21675 -6.76282 -0.04732
C 8.79128 -7.22655 -0.24384
C 11.19227 -3.42663 -1.80633
H 10.39263 -6.39061 0.96198
H 10.92582 -7.56346 -0.24305
H 8.07685 -6.44664 0.01442
H 8.60722 -8.09082 0.39467
H 8.62160 -7.51459 -1.28086
H 12.20832 -3.57010 -1.45033
H 10.92159 -2.37347 -1.78183
H 11.06275 -3.83063 -2.80656
```

The calculation puts the gap between HOMO and LUMO at 0.3605 Ha. As for the charge: +1. The HOMO energy comes out at -12.09 eV. For the LUMO energy, the calculation gives -2.280 eV. As for the energy: -3286.0661 a.u.

---

No. 2
Below is an isolated molecule of C20H23N3O2, with properties calculated with wB97M-V/def2-TZVPD.

Structure (XYZ):
```
48
C20H23N3O2 wB97M-V/def2-TZVPD
O -1.10644 -1.89369 -1.13707
C -1.29968 -2.23154 0.00798
N -1.86208 -3.42472 0.41547
C -1.93032 -3.47878 1.78840
C -2.40220 -4.44766 2.64997
C -2.32472 -4.18608 4.01019
C -1.79263 -2.99521 4.48293
C -1.31725 -2.01867 3.61999
C -1.38970 -2.26835 2.26197
N -1.01582 -1.52514 1.16037
C -0.39983 -0.21400 1.18176
C -1.23540 0.81066 0.41614
C -0.54660 2.17068 0.45888
N 0.78118 2.07217 -0.10728
C 1.39265 3.35184 -0.37693
C 0.77501 3.99229 -1.64588
O 0.12568 3.05918 -2.47248
C 0.81012 1.93972 -2.86282
C 2.19071 1.86765 -3.00625
C 2.78029 0.68469 -3.41848
C 2.01020 -0.42967 -3.69577
C 0.63117 -0.35122 -3.58122
C 0.03515 0.82453 -3.17551
H -1.03638 0.89749 -3.08088
H 0.01663 -1.21386 -3.78540
H 2.48061 -1.35190 -4.00285
H 3.85561 0.63862 -3.52117
H 2.81320 2.72667 -2.80618
H 1.55124 4.54282 -2.19555
H -0.01122 4.70276 -1.37627
H 2.45874 3.18124 -0.53769
H 1.29115 4.06133 0.46357
C 1.61178 1.15120 0.63316
C 1.00217 -0.24582 0.57360
H 0.92582 -0.55649 -0.46865
H 1.63510 -0.95335 1.11310
H 2.60273 1.12932 0.17358
H 1.72786 1.46104 1.69102
H -1.12248 2.88160 -0.13454
H -0.50998 2.53927 1.50427
H -1.31637 0.48374 -0.61967
H -2.23541 0.88549 0.84827
H -0.33238 0.08402 2.23449
H -0.90659 -1.09958 4.00754
H -1.74612 -2.82234 5.54733
H -2.68482 -4.92251 4.71188
H -2.81514 -5.37245 2.27847
H -2.16524 -4.13699 -0.22578
```

The calculation puts the gap between HOMO and LUMO at 0.3225 Ha. As for the charge: 0. The HOMO energy comes out at -7.95 eV. The energy above the lowest of the compared OMol25 structures with the same formula, charge and spin comes out at 78.6 kJ/mol. The SMILES is O=c1[nH]c2ccccc2n1C1CCN(CCOc2ccccc2)CC1. For the LUMO energy, the calculation gives 0.827 eV. As for the energy: -1090.7075 a.u.

---

No. 3
Below is a cluster of 16 separate species, C38H117N13O16 in total at a distorted geometry, with properties calculated with wB97M-V/def2-TZVPD.

Structure (XYZ):
```
184
C38H117N13O16 wB97M-V/def2-TZVPD
C 7.95412 10.91705 13.97078
O 8.88464 11.66492 13.66315
N 7.71872 10.40240 15.21890
N 6.96039 10.67484 13.06390
H 8.31532 10.90940 15.87991
H 6.81526 9.99626 15.35249
H 6.10132 10.28599 13.40340
H 7.13155 10.74705 12.07935
C 10.32348 5.63073 19.41202
O 10.98114 4.74731 18.86946
N 8.96289 5.67890 19.18150
N 10.79091 6.70695 20.12643
H 8.61878 4.88717 18.66934
H 8.58141 6.60700 19.17521
H 11.57539 6.38066 20.67796
H 10.10328 7.31822 20.54028
C 15.06372 5.11612 17.70976
C 15.99474 4.59463 16.63770
C 17.47733 4.91669 16.73841
O 17.76488 6.25576 17.11268
C 17.47451 7.21509 16.09759
N 15.74963 3.17675 16.34083
H 13.98660 5.10196 17.55898
H 15.43484 6.12373 17.93914
H 15.15570 4.59722 18.67212
H 15.56736 5.04341 15.72938
H 18.04863 4.72259 15.82608
H 17.89896 4.31846 17.55063
H 16.42810 7.21240 15.78710
H 18.11140 6.89297 15.26370
H 17.76578 8.18761 16.48288
H 16.04898 2.52298 17.04560
H 14.80616 3.08635 15.93850
C 8.98162 13.98385 19.53073
C 9.52710 12.77692 20.29139
C 10.28585 13.21577 21.55077
O 11.44752 13.92656 21.27406
C 12.51292 13.73416 22.23982
N 8.50171 11.79654 20.63413
H 8.55520 13.82796 18.54091
H 9.70681 14.80041 19.54239
H 8.18456 14.44598 20.12760
H 10.28935 12.26844 19.69253
H 10.45594 12.32619 22.17360
H 9.54172 13.74470 22.17102
H 12.31736 14.40897 23.07236
H 13.33612 14.11268 21.63622
H 12.67810 12.69878 22.53136
H 8.18733 11.90356 21.59711
H 7.63424 11.96056 20.13230
C 14.58540 11.33326 10.91395
C 15.23103 11.58130 12.26686
C 15.03623 12.99942 12.83059
O 15.71336 13.87933 11.98401
C 15.51422 15.24686 12.27365
N 14.57443 10.72304 13.25511
H 15.25383 11.63928 10.10523
H 13.56154 11.71273 10.85668
H 14.39864 10.27437 10.70610
H 16.28702 11.31952 12.16555
H 15.44966 13.01924 13.84725
H 13.95419 13.15832 12.94309
H 15.99620 15.51661 13.21473
H 14.44869 15.42314 12.09575
H 16.02550 15.84149 11.51199
H 13.61105 11.06225 13.34775
H 14.53534 9.78331 12.88249
C 12.80151 15.05476 15.25000
C 13.03355 16.37956 15.95818
C 14.32173 17.12541 15.69383
O 15.44974 16.36661 15.99913
C 16.68210 16.70804 15.39677
N 11.83626 17.21634 15.62356
H 12.97895 15.14025 14.17789
H 11.81545 14.62216 15.42462
H 13.46098 14.29031 15.67466
H 12.93566 16.15353 17.02750
H 14.33242 18.09173 16.21516
H 14.36980 17.31769 14.60932
H 17.13297 15.74128 15.18266
H 17.39830 17.28038 15.99371
H 16.54332 17.33112 14.50876
H 11.05902 16.76535 16.08205
H 11.91804 18.18952 15.88415
C 14.09798 5.58801 21.08421
C 13.21295 6.30003 22.09592
C 13.08024 5.52559 23.42832
O 12.15712 6.25300 24.21479
C 11.95888 5.72618 25.51684
N 13.81694 7.61457 22.45737
H 14.05083 6.16672 20.15774
H 13.58982 4.68418 20.72499
H 15.10826 5.34698 21.40022
H 12.23463 6.57771 21.69212
H 14.09884 5.46828 23.82755
H 12.71944 4.50697 23.26007
H 12.86560 6.03556 26.06187
H 12.09090 4.64263 25.60245
H 11.06927 6.12836 25.98636
H 13.27230 8.29204 21.91531
H 13.50262 7.81283 23.40475
C 14.76261 13.68331 16.33282
C 14.02930 12.83066 17.41140
C 14.73158 11.53098 17.74255
O 13.71851 10.56658 18.03828
C 14.04556 9.74666 19.14010
N 13.85802 13.60508 18.67714
H 14.13653 14.58347 16.28429
H 14.55465 13.27723 15.34350
H 15.75201 13.99963 16.64826
H 13.01119 12.67350 17.04534
H 15.42608 11.66529 18.57675
H 15.32109 11.12436 16.91462
H 13.29423 8.96574 19.26268
H 14.09921 10.27128 20.09736
H 14.95774 9.14714 19.03729
H 13.20167 14.36661 18.55911
H 13.42661 12.86968 19.23593
C 12.02452 0.48463 18.30902
C 12.66079 1.79359 17.83769
C 12.46568 1.76786 16.29545
O 13.10384 2.80158 15.56476
C 12.35799 3.99397 15.30692
N 12.04828 2.92601 18.55221
H 12.60836 -0.32744 17.86790
H 10.97124 0.39233 18.02763
H 11.93714 0.22094 19.36624
H 13.73994 1.90355 17.95485
H 11.39943 1.59309 16.10628
H 12.88478 0.83788 15.90636
H 11.84896 3.82826 14.35123
H 12.98043 4.87118 15.13887
H 11.61962 4.11683 16.10012
H 11.05718 2.87424 18.75271
H 12.12134 3.67701 17.87057
C 11.76077 11.70923 16.45162
C 10.74500 10.59940 16.78293
C 11.37218 9.56518 17.69483
O 12.38604 8.87255 17.06040
C 12.70708 7.55218 17.42061
N 9.51567 11.16309 17.31895
H 12.23260 11.93476 17.41299
H 11.26474 12.57839 16.02175
H 12.57799 11.40328 15.80073
H 10.57000 10.00857 15.87989
H 10.54773 8.85334 17.89073
H 11.71753 9.84126 18.70485
H 13.20864 7.04969 16.59725
H 11.86771 6.96547 17.80060
H 13.46791 7.55840 18.20826
H 9.61637 11.78301 18.12238
H 8.92752 10.44240 17.73732
C 8.22113 4.37181 12.60943
C 7.78602 4.38340 14.06974
C 7.89955 5.80781 14.64004
O 9.24349 6.15344 14.87287
C 9.39140 7.42096 15.48162
N 6.44790 3.89431 14.15765
H 7.66881 5.15196 12.07926
H 8.12651 3.39378 12.14755
H 9.22903 4.79824 12.64544
H 8.52682 3.75333 14.58701
H 7.36723 5.83776 15.60532
H 7.47436 6.59583 14.00590
H 9.10872 8.31772 14.92008
H 10.44061 7.45751 15.76261
H 8.67078 7.49137 16.30828
H 6.16459 3.93291 15.13691
H 6.26872 2.93344 13.90153
O 13.02524 8.16250 13.87593
H 12.47041 8.66603 14.48047
H 13.83941 8.00705 14.37548
O 11.56733 11.26116 12.95404
H 11.49690 11.76288 12.13631
H 10.73316 11.46580 13.42587
O 15.08438 9.33365 15.77048
H 14.56823 9.42500 16.58473
H 14.75771 10.04578 15.18233
O 9.65400 9.16748 20.87948
H 9.72952 10.13176 20.74637
H 8.71404 8.99011 20.77685
O 11.71213 9.13644 21.26628
H 11.32799 9.05079 22.14852
H 11.00465 8.86627 20.66535
```

The calculation puts the gap between HOMO and LUMO at 0.2685 Ha. As for the charge: 0. The HOMO energy comes out at -7.74 eV. For the LUMO energy, the calculation gives -0.429 eV. As for the energy: -3433.2128 a.u.